Below is an isolated molecule of C6H9N at a distorted geometry, with properties calculated with the ωB97M-V functional and the def2-TZVPD basis.

The energy relative to the best compared isomer or geometry (same formula, charge and spin) is 132.62 kcal/mol. The value obtained for the HOMO-LUMO gap (spin up / spin down) is 7.78 / 8.32 eV. The value obtained for the LUMO energy (spin up / spin down) is -0.9 / -0.1 eV. As for the HOMO energy (spin up / spin down): -8.64 / -8.43 eV.

Cartesian coordinates (Å):
C (1.0666, -1.4993, -0.5249)
C (0.2536, -0.3282, -0.0037)
C (0.8031, 0.3518, 1.1798)
C (-1.2078, 1.2905, 0.0765)
C (-0.2745, 0.6972, -0.9852)
C (-1.1869, -0.5230, 0.6422)
N (-1.9631, -1.3192, 1.0416)
H (0.5629, -2.0021, -1.3562)
H (1.2616, -2.2331, 0.2613)
H (2.0239, -1.1142, -0.8943)
H (1.8863, 0.3966, 1.2814)
H (0.2211, 0.5619, 2.0663)
H (-2.2767, 1.3144, -0.1151)
H (-0.8903, 2.2316, 0.5181)
H (-0.8191, 0.2536, -1.8238)
H (0.4895, 1.3779, -1.3718)

Here are the Mulliken charges for atoms 1 to 5, given in e: -1.591, 1.061, -1.098, -0.723, -0.320